(1)
95
Properties=species:S:1:pos:R:3 method="wB97M-V/def2-TZVPD" charge=-1 homo_lumo_gap_ev=5.15 multiplicity=1
Ta 2.67224 2.58291 1.24053
I 4.92781 2.80673 -2.33136
S -4.74427 -5.10487 1.98503
S 4.56286 7.90527 1.67229
S 1.65751 -1.10637 -4.46560
S -2.10450 2.88633 1.83272
S 6.05665 0.06574 -5.10611
S -1.68455 -7.92426 1.76412
S -9.80635 -3.75210 -0.88275
P 3.03781 1.70705 -1.22244
O -5.29567 -6.33462 2.63854
O 6.52380 -0.32740 -3.75244
O 3.56504 0.12235 -1.24594
O -8.36465 -3.58750 -0.56548
O -1.49655 0.56714 0.57482
O 2.20260 0.27120 -4.40485
O 4.11540 6.61810 2.24738
O -0.68346 -6.90120 2.16341
N -2.53384 -0.92981 1.80369
N -2.78094 0.34262 2.34538
C -1.78959 -0.72918 0.78694
C -10.43568 -2.10634 -1.22873
C -0.12759 -0.92846 -4.61838
C -2.15208 1.17859 1.59084
C 1.69818 4.45426 0.41114
C -0.85410 -9.51469 1.92872
C -2.77631 -8.15115 3.16578
C 7.49028 0.74813 -5.95318
C 4.74339 3.43460 1.57440
C -0.83939 4.75840 0.18854
C -1.68547 3.48283 0.16937
C -10.64360 -3.95980 0.69225
C -6.15002 -4.09566 1.53745
C -4.14224 -4.04168 3.28880
C 5.12054 8.91763 3.05296
C 6.37909 1.51594 1.26971
C 3.06842 8.84848 1.33476
C 5.72642 2.40897 2.01931
C 0.37322 4.79028 1.12860
C 5.99956 -1.46787 -6.04794
C 1.63466 -1.73753 -2.78726
H 6.02389 8.45115 3.44008
H 5.91998 2.39151 3.09350
H 6.94843 -1.99118 -5.93395
H -1.18228 2.68230 -0.37117
H -0.07399 -9.55722 1.17169
H 3.33126 9.85948 1.02265
H -5.79586 -3.13140 1.17353
H 5.10817 3.99195 0.70327
H -1.38860 -1.45586 0.09754
H 2.44928 8.85848 2.23134
H -2.16978 -8.35347 4.04809
H 5.79346 -1.24793 -7.09586
H 1.51699 4.41367 -0.66730
H -6.70158 -4.59875 0.74647
H 4.37418 0.02320 -1.76438
H -1.49489 5.62132 0.35487
H 5.18901 -2.06108 -5.62972
H -10.34171 -3.15450 1.36092
H 7.72004 1.69274 -5.46443
H -3.26814 -4.51406 3.73323
H -4.92682 -3.92470 4.03682
H 2.54979 8.33075 0.53012
H 7.24518 0.92125 -7.00129
H -6.78071 -3.97179 2.41797
H -10.32834 -4.91942 1.09612
H -9.97690 -1.77893 -2.15894
H -0.32717 -0.49360 -5.59560
H -0.41477 -9.57621 2.92356
H -0.60302 -1.90641 -4.53998
H 0.18111 4.11428 1.96812
H 2.41548 2.90073 3.03520
H 7.11777 0.85269 1.70661
H 5.34198 9.92621 2.70328
H 4.58710 4.16135 2.38255
H -0.47270 -0.25751 -3.83200
H -11.51891 -2.14730 -1.34257
H 0.94007 1.89224 1.12273
H 0.44734 5.78750 1.57936
H 2.66562 -1.85684 -2.46655
H -3.85480 -3.07731 2.86670
H -2.63240 3.69007 -0.33525
H 1.11398 -2.69599 -2.77259
H -11.72226 -3.95854 0.53539
H -1.57360 -10.31751 1.76667
H 3.06269 0.84311 1.69303
H 2.45706 5.22415 0.61304
H -3.34352 -7.23221 3.28010
H 1.15634 -1.00251 -2.14064
H 6.18269 1.40822 0.20693
H -10.14936 -1.44038 -0.41562
H -3.46776 -8.96857 2.96187
H 8.32796 0.05846 -5.85232
H 4.34640 8.92667 3.81971
H -0.46804 4.85460 -0.83790

---

(2)
36
Properties=species:S:1:pos:R:3 method="wB97M-V/def2-TZVPD" charge=0 homo_lumo_gap_ev=8.69 multiplicity=1 smiles=CC[C@@H](CN)NC.O.O.O.O.O de_lowest_kcal_mol=46.5
O 3.80701 -0.64899 -1.57321
O 1.89992 -1.61031 1.96208
O -0.00221 -2.91620 -2.27188
O 1.88150 -2.12214 -0.60800
O 0.57557 0.54733 3.17996
N -0.92851 0.51219 -2.50136
N 0.04371 1.66799 0.53406
C -1.47555 1.38226 -1.46963
C -0.48608 3.02156 0.87721
C -3.33210 -0.24799 0.66567
C -1.08233 0.82224 -0.05407
C -2.14130 0.62910 1.02834
H 3.19897 -0.51842 -0.82585
H -1.56941 2.96796 0.63057
H -1.04705 0.80757 -3.45550
H 1.14330 -2.62162 -1.03584
H 2.69195 -2.14222 2.09536
H 1.08755 -0.28104 3.00063
H 4.20209 0.19476 -1.82103
H -2.57148 1.60632 -1.50663
H 0.33894 1.16699 1.43511
H -1.03094 2.36078 -1.38953
H -1.68830 0.02679 1.87617
H 0.40359 -3.32797 -3.03679
H -0.58291 3.25974 1.95299
H -2.46169 1.55536 1.58057
H 1.63798 -1.71430 1.00885
H -0.53162 -0.12543 -0.16655
H -0.17055 -1.97580 -2.41690
H -0.17136 0.06945 3.57725
H 0.10432 3.67677 0.27994
H -3.87957 -0.54002 1.59465
H -2.96000 -1.14459 0.18311
H -4.05533 0.30518 0.05695
H 2.75433 -2.50820 -0.70909
H 0.07354 0.31935 -2.39051

---

(3)
56
Properties=species:S:1:pos:R:3 method="wB97M-V/def2-TZVPD" charge=-2 homo_lumo_gap_ev="5.93 / 4.97" s_squared=0.763 multiplicity=2
Zn 0.23071 -0.10227 0.34382
S -0.74906 1.85673 2.78745
S 1.40112 2.79155 -0.28840
S 1.87326 -2.66805 -1.28465
F 4.14378 -4.07857 -1.33274
F 3.52893 -3.41518 0.63963
F 4.34575 -2.02881 -0.87735
O 0.45860 1.48441 3.55350
O -0.72715 -1.78082 1.08546
O 1.18543 -3.87199 -0.92666
O 2.13039 -2.49022 -2.75987
O 3.30466 1.12540 3.59250
O 1.37820 -1.47098 -0.57782
O 1.98493 3.38160 -1.50671
O 1.56405 -0.12106 1.97583
O -0.75120 3.30071 2.46587
O -3.23053 -0.27326 1.07471
O 0.00382 3.26615 -0.09526
O -0.72136 1.02314 1.60661
O -1.91109 1.51060 3.59781
O 1.27906 1.41273 -0.22976
O -3.34149 1.40784 -2.32775
O 2.28032 3.21675 0.80228
N -1.02770 -0.11479 -1.36134
C -2.20152 1.08136 -3.07635
C 0.26828 0.56700 -3.15012
C -4.56378 1.36011 -3.18478
C 3.60260 -3.09948 -0.65892
C 2.92391 -0.57877 1.94166
C -1.69294 -1.77343 2.16151
C 3.86940 0.67227 2.33053
C -3.17010 -1.54786 1.73435
C -0.92111 0.96206 -2.30229
H -5.35656 1.52720 -2.45561
H -2.40883 0.11459 -3.53513
H -3.83593 -1.57491 2.59693
H -2.08989 1.88463 -3.80463
H -1.69324 -2.74547 2.65469
H 1.25833 0.65939 -2.70362
H -4.76586 2.26764 -3.75368
H -1.25686 -0.91374 -1.93515
H -0.83847 1.87378 -1.71066
H 1.23750 0.26494 2.79189
H 0.44870 1.23566 -3.99181
H -0.91009 -2.55875 0.55352
H -1.54046 -1.06315 2.97413
H -3.46040 -2.28353 0.98427
H 4.91443 0.36499 2.37046
H 2.79113 -1.26066 2.78160
H -1.98629 0.04515 -1.08634
H -4.66740 0.43412 -3.75039
H 3.78029 1.52014 1.65136
H 3.20378 -1.16682 1.06761
H 3.32284 0.43892 4.26333
H 0.23246 -0.47798 -3.45808
H -3.12757 0.40875 1.74245